1.
Formula: C6H10N2
Source: the OMol25 dataset
Level of theory: ωB97M-V/def2-TZVPD

Results
HOMO-LUMO gap (alpha / beta)   0.2375 / 0.2626 hartree
DFT total energy   -343.965938 hartree
SMILES string   [H]/N=C\[C@H](C)C(C)=C=N
HOMO (alpha / beta)   -7.48 / -7.85 eV
Energy above the lowest of the compared OMol25 structures with the same formula, charge and spin   4.647 eV
Strongest force on any atom   4.5 eV/A

Atoms and positions in Å:
C (1.34, 1.73, 0.45)
C (-1.75, 0.42, -0.93)
C (1.22, -0.67, -0.42)
C (0.65, 0.50, -0.05)
C (-0.56, -1.45, 0.25)
C (-0.77, 0.19, 0.22)
N (2.22, -1.23, -0.88)
N (-0.66, -2.06, 1.40)
H (2.17, -2.25, -0.81)
H (-0.34, -1.46, 2.16)
H (-0.93, -2.00, -0.62)
H (-1.15, 0.63, 1.15)
H (0.98, 2.62, -0.08)
H (1.14, 1.88, 1.51)
H (2.42, 1.67, 0.30)
H (-1.82, 1.50, -1.13)
H (-2.74, 0.04, -0.67)
H (-1.42, -0.06, -1.85)

2.
Formula: C6H10N2O
Source: the OMol25 dataset
Level of theory: ωB97M-V/def2-TZVPD

Results
HOMO-LUMO gap   0.2925 hartree
DFT total energy   -419.289435 hartree
SMILES string   [H]/N=C(C(=C)C)\C(N)=C/O
HOMO   -8.15 eV
Energy above the lowest of the compared OMol25 structures with the same formula, charge and spin   2.641 eV
Strongest force on any atom   1.8 eV/A

Atoms and positions in Å:
C (0.93, 1.38, 1.10)
C (-0.62, -0.11, -0.34)
C (0.43, -1.03, -0.67)
C (-0.36, 1.17, 0.35)
N (1.73, -0.65, -1.09)
C (0.19, -2.36, -0.38)
C (-1.32, 2.10, 0.35)
O (-0.95, -2.84, 0.04)
N (-1.90, -0.53, -0.39)
H (-1.64, -1.90, 0.02)
H (1.77, 0.25, -1.55)
H (2.44, -0.68, -0.36)
H (-2.06, -1.01, -1.27)
H (1.02, -3.06, -0.42)
H (1.76, 1.65, 0.44)
H (0.82, 2.19, 1.83)
H (1.22, 0.48, 1.65)
H (-2.25, 1.91, -0.17)
H (-1.20, 3.04, 0.85)

3.
Formula: C6H10N2O
Source: the OMol25 dataset
Level of theory: ωB97M-V/def2-TZVPD

Results
HOMO-LUMO gap   0.3452 hartree
DFT total energy   -419.168765 hartree
HOMO   -9.30 eV
Energy above the lowest of the compared OMol25 structures with the same formula, charge and spin   5.925 eV
Strongest force on any atom   6.1 eV/A

Atoms and positions in Å:
C (-1.41, -0.29, -1.88)
C (-0.63, 0.24, -0.67)
C (0.73, 0.83, -0.45)
C (1.05, 0.37, 0.93)
C (-0.81, -0.31, 0.69)
C (0.66, -1.07, 0.81)
H (-1.19, 0.52, -2.69)
H (-1.19, -1.40, -2.07)
H (-2.50, -0.08, -1.65)
H (-0.76, 2.07, 0.12)
H (1.45, 0.87, -1.21)
H (1.82, 0.72, 1.62)
H (-0.56, 1.62, 1.79)
H (-1.78, -0.89, 0.99)
H (0.72, -1.55, 1.90)
H (2.39, -1.56, -0.32)
N (-0.38, 1.66, -0.75)
N (-0.30, 0.54, 1.74)
O (1.12, -1.79, -0.25)

- Which of these has the highest energy above the lowest of the compared OMol25 structures with the same formula, charge and spin?
  number 3

- What is the strongest force on any atom in the second record?
  1.8 eV/A

Please write out number 3 again, unchanged.
Formula: C6H10N2O
Source: the OMol25 dataset
Level of theory: ωB97M-V/def2-TZVPD

Results
HOMO-LUMO gap   0.3452 hartree
DFT total energy   -419.168765 hartree
HOMO   -9.30 eV
Energy above the lowest of the compared OMol25 structures with the same formula, charge and spin   5.925 eV
Strongest force on any atom   6.1 eV/A

Atoms and positions in Å:
C (-1.41, -0.29, -1.88)
C (-0.63, 0.24, -0.67)
C (0.73, 0.83, -0.45)
C (1.05, 0.37, 0.93)
C (-0.81, -0.31, 0.69)
C (0.66, -1.07, 0.81)
H (-1.19, 0.52, -2.69)
H (-1.19, -1.40, -2.07)
H (-2.50, -0.08, -1.65)
H (-0.76, 2.07, 0.12)
H (1.45, 0.87, -1.21)
H (1.82, 0.72, 1.62)
H (-0.56, 1.62, 1.79)
H (-1.78, -0.89, 0.99)
H (0.72, -1.55, 1.90)
H (2.39, -1.56, -0.32)
N (-0.38, 1.66, -0.75)
N (-0.30, 0.54, 1.74)
O (1.12, -1.79, -0.25)